(one)
{"formula": "C3H4N2S", "method": "the ωB97M-V functional and the def2-TZVPD basis", "species": ["C", "C", "C", "N", "N", "S", "H", "H", "H", "H"], "xyz": [[1.3223, -0.8118, 0.0527], [-0.7855, -0.3212, -1.2617], [0.0724, -0.3359, 0.5491], [2.3005, -1.1958, -0.4155], [0.1993, 0.9016, 1.1883], [-1.6321, 0.9306, -1.4987], [-0.5738, -1.1162, -1.8554], [-0.6702, -0.9457, 1.0844], [0.4236, 1.7731, 0.5462], [-0.6565, 1.1214, 1.6105]], "mulliken_charge": [0.27, -0.21, -0.19, -0.43, -0.54, -0.24, 0.39, 0.39, 0.27, 0.28], "homo_ev": -8.567, "homo_lumo_gap_ev": 8.085, "charge": 0}



(two)
{"formula": "C3H4N2S", "method": "the ωB97M-V functional and the def2-TZVPD basis", "species": ["C", "C", "S", "H", "H", "N", "C", "N", "H", "H"], "xyz": [[-1.7545, -1.2578, -1.1035], [-2.2345, -0.3292, -0.2540], [-2.7354, 0.7030, 0.8094], [-2.1955, -1.2507, -2.1369], [-0.9579, -1.8737, -0.6359], [1.2884, 1.7920, 0.6722], [0.9871, 1.3286, -0.4169], [0.4874, 0.6812, -1.3088], [0.9029, 2.5937, 1.1563], [0.6554, 0.7176, -2.2488]], "mulliken_charge": [-0.48, 0.23, -0.33, 0.26, 0.28, -0.51, 0.40, -0.35, 0.27, 0.22], "smiles": "C=C=S.N=C=N", "homo_ev": -8.296, "homo_lumo_gap_ev": 8.393, "charge": 0}



(three)
{"formula": "C3H4N2S", "method": "the ωB97M-V functional and the def2-TZVPD basis", "species": ["S", "C", "C", "N", "C", "N", "H", "H", "H", "H"], "xyz": [[0.3271, 1.6441, 1.6153], [0.2444, 0.4393, 0.3650], [0.5964, -0.9425, 0.3461], [0.1473, -1.5235, -0.7964], [-0.6702, -0.5427, -1.2555], [-0.5863, 0.6234, -0.6622], [1.2456, 1.1742, 2.4297], [1.2252, -1.6119, 0.9437], [-1.0739, -0.5949, -2.2938], [-1.4556, 1.3343, -0.6918]], "mulliken_charge": [-0.30, 0.07, -0.07, -0.52, -0.21, -0.13, 0.13, 0.39, 0.32, 0.32], "smiles": "Sc1cnc[nH]1", "homo_ev": -7.978, "homo_lumo_gap_ev": 8.549, "charge": 0}



(four)
{"formula": "C3H4N2S", "method": "the ωB97M-V functional and the def2-TZVPD basis", "species": ["H", "N", "C", "C", "C", "N", "S", "H", "H", "H"], "xyz": [[1.2346, -2.3151, -0.2957], [1.5890, -1.3862, -0.2902], [0.7242, -0.4773, -0.0692], [0.7921, 0.8731, -0.0162], [0.7599, 2.1089, -0.2041], [-0.6748, -0.9456, 0.0018], [-2.0391, 0.0156, -0.2876], [0.8128, 3.2908, -0.1596], [-0.9814, -1.8630, 0.4559], [-2.2174, 0.6989, 0.8650]], "mulliken_charge": [0.26, -0.65, 0.43, -0.21, -0.01, -0.37, -0.18, 0.34, 0.28, 0.12], "smiles": "[H]/N=C(/C#C)NS", "homo_ev": -9.219, "homo_lumo_gap_ev": 9.378, "charge": 0}



Which structure is the least stable? The one labeled (four).



(one)
{"formula": "F2H4NPSi", "method": "the ωB97M-V functional and the def2-TZVPD basis", "species": ["N", "F", "F", "Si", "P", "H", "H", "H", "H"], "xyz": [[0.0232, -0.0303, 0.6857], [-2.6819, -0.7630, 1.2999], [-2.3804, 0.0790, -0.8384], [1.1915, 0.5276, -0.4522], [-1.8860, -1.1966, 0.0455], [0.4374, -0.5527, 1.4664], [2.1031, -0.4232, -1.2065], [2.3949, 0.8511, 0.4063], [0.7983, 1.5080, -1.4068]], "mulliken_charge": [-0.52, -0.14, -0.22, 0.33, 0.66, 0.25, -0.11, -0.12, -0.12], "homo_ev": -9.262, "homo_lumo_gap_ev": 8.722, "charge": 0}



(two)
{"formula": "F2H4NPSi", "method": "the ωB97M-V functional and the def2-TZVPD basis", "species": ["F", "P", "F", "N", "Si", "H", "H", "H", "H"], "xyz": [[2.0480, 1.3849, -0.2713], [1.9472, -0.2795, -0.4170], [1.7362, -0.6255, 1.1593], [0.0560, -0.3630, -0.8614], [-1.0708, 0.0850, 0.3436], [-0.1762, -0.8133, -1.6676], [-2.1678, 0.4010, -0.5113], [-0.6739, 1.2768, 0.9697], [-1.6986, -1.0665, 1.2560]], "mulliken_charge": [-0.27, 0.57, -0.25, -0.32, 0.36, 0.25, -0.14, -0.11, -0.09], "smiles": "FP(F)N[SiH3]", "homo_ev": -10.027, "homo_lumo_gap_ev": 10.758, "charge": 0}



Which structure is the least stable? The one labeled (one).



(one)
{"formula": "C4H11N3S", "method": "the ωB97M-V functional and the def2-TZVPD basis", "species": ["C", "C", "C", "C", "H", "H", "H", "H", "H", "H", "H", "H", "H", "H", "H", "N", "N", "N", "S"], "xyz": [[0.9804, -1.8680, -0.0383], [0.7087, -0.8584, -1.1022], [-0.7992, -0.8197, -1.6781], [-0.7008, 1.6752, 0.6021], [1.0909, -2.9386, -0.5614], [0.0312, -1.9249, 0.6537], [1.9516, -1.6842, 0.4608], [1.3292, -1.0065, -1.9515], [-1.6410, -0.7047, -0.8903], [-0.8618, 0.0077, -2.4614], [-0.7458, -1.7384, -2.3591], [1.9776, 0.5299, -0.2013], [-0.7187, 2.3951, -0.2090], [-1.4120, 3.1117, 1.7096], [0.4749, 1.4284, 2.9791], [0.9192, 0.4525, -0.5617], [0.1566, 0.7954, 0.6892], [-1.6971, 1.8193, 1.5990], [-1.0438, 1.3280, 3.3208]], "mulliken_charge": [-1.07, 0.10, -1.13, -0.13, 0.32, 0.23, 0.34, 0.36, 0.26, 0.30, 0.37, 0.26, 0.46, 0.37, 0.16, -0.41, -0.19, -0.47, -0.13], "homo_ev": -8.387, "homo_lumo_gap_ev": 8.789, "charge": 0}



(two)
{"formula": "C4H11N3S", "method": "the ωB97M-V functional and the def2-TZVPD basis", "species": ["H", "N", "C", "N", "N", "C", "C", "C", "S", "H", "H", "H", "H", "H", "H", "H", "H", "H", "H"], "xyz": [[-1.3705, 1.9725, -1.0905], [-0.3784, 1.9164, -0.8383], [-0.1175, 0.7785, -0.3539], [-0.8956, -0.3281, -0.0599], [-2.2315, -0.1591, -0.3333], [-3.1391, -0.6750, 0.7217], [1.3783, 0.4903, -0.0717], [1.7814, 0.9774, 1.3280], [1.8987, -1.2592, -0.4028], [-0.4866, -1.2303, -0.1373], [-2.5330, -0.4722, -1.2369], [-2.9157, -0.0899, 1.6261], [-2.9388, -1.7262, 0.9028], [-4.1528, -0.4629, 0.3801], [1.9633, 1.0625, -0.8319], [1.2962, 0.3711, 2.1080], [2.8566, 0.9399, 1.4239], [1.5087, 2.0318, 1.4336], [1.5135, -1.6813, 0.7439]], "mulliken_charge": [0.31, -0.71, 0.31, 0.19, -0.50, -0.79, 0.10, -1.31, -0.26, 0.15, 0.20, 0.25, 0.28, 0.32, 0.33, 0.33, 0.35, 0.37, 0.10], "smiles": "[H]/N=C(\\NNC)[C@@H](C)S", "homo_ev": -9.005, "homo_lumo_gap_ev": 9.712, "charge": 0}



(three)
{"formula": "C4H11N3S", "method": "the ωB97M-V functional and the def2-TZVPD basis", "species": ["C", "C", "C", "C", "N", "N", "N", "S", "H", "H", "H", "H", "H", "H", "H", "H", "H", "H", "H"], "xyz": [[-0.0963, 0.9576, -0.6896], [0.2893, -1.0642, 0.4954], [-0.8398, -0.3481, -0.2382], [-2.0528, 0.0783, 0.5171], [2.9189, -1.0882, -0.6095], [2.2030, 1.1367, 0.9442], [1.2153, 0.7641, -1.3016], [1.9439, -0.1160, -0.0147], [-0.7484, 1.5188, -1.3487], [0.1923, 1.4245, 0.2880], [0.4597, -1.1016, 1.5084], [0.6120, -2.0524, 0.0625], [-1.0249, -0.9960, -1.1154], [-2.9989, 0.0463, -0.0879], [-1.8643, 1.0752, 0.9288], [-2.3043, -0.5090, 1.4868], [3.7499, -1.4736, -0.1074], [3.0229, 1.0324, 1.5334], [1.1018, 0.1074, -2.1277]], "mulliken_charge": [-1.18, -0.90, 0.66, -1.37, -0.67, -0.69, -0.40, 0.73, 0.39, 0.52, 0.43, 0.35, 0.36, 0.30, 0.38, 0.32, 0.25, 0.20, 0.32], "homo_ev": -8.847, "homo_lumo_gap_ev": 9.612, "charge": 0}



(four)
{"formula": "C4H11N3S", "method": "the ωB97M-V functional and the def2-TZVPD basis", "species": ["C", "C", "C", "C", "H", "H", "H", "H", "H", "H", "H", "H", "H", "H", "H", "N", "N", "N", "S"], "xyz": [[0.6496, 0.6429, 1.2367], [-0.0409, -0.5655, 0.3457], [0.8256, -0.8666, -0.8401], [-1.7028, 1.2520, -0.2161], [1.4917, 1.4268, 0.5117], [-0.4234, 1.6606, 1.5741], [1.1443, 0.1147, 2.2366], [-0.2889, -1.4620, 1.0344], [1.2760, 0.1660, -1.2910], [0.2770, -1.4161, -1.5921], [2.2443, -1.7377, 0.6225], [2.8360, -0.2201, -0.1859], [-3.0471, -1.5961, -1.4226], [-2.8506, 1.4477, 0.1947], [0.0935, 1.6983, -1.0562], [2.2109, -1.1890, -0.4661], [-1.2987, -0.0947, 0.1847], [-0.7920, 1.9720, -0.9085], [-2.6044, -1.2332, 0.0377]], "mulliken_charge": [-0.89, 0.05, -0.67, 0.03, 0.23, 0.28, 0.23, 0.48, 0.15, 0.37, 0.31, 0.36, 0.14, 0.28, 0.31, -0.69, -0.06, -0.69, -0.23], "homo_ev": -8.929, "homo_lumo_gap_ev": 9.204, "charge": 0}



Which structure is the least stable? The one labeled (four).



(one)
{"formula": "C2H4O3", "method": "the ωB97M-V functional and the def2-TZVPD basis", "species": ["C", "C", "O", "O", "O", "H", "H", "H", "H"], "xyz": [[0.1950, 0.3636, -0.4802], [0.1686, -0.0838, 1.0724], [-0.9602, -0.7820, 1.2103], [0.4637, 0.7303, 2.1757], [1.2647, -0.4182, 1.7620], [0.7444, 1.2873, -0.5881], [-0.8252, 0.2164, -0.8949], [0.7841, -0.4687, -0.9157], [-1.2149, -0.9002, 2.1086]], "mulliken_charge": [-0.94, 0.86, -0.48, -0.33, -0.30, 0.31, 0.31, 0.26, 0.32], "smiles": "CC1(O)OO1", "homo_ev": -10.517, "homo_lumo_gap_ev": 11.346, "charge": 0}



(two)
{"formula": "C2H4O3", "method": "the ωB97M-V functional and the def2-TZVPD basis", "species": ["O", "C", "O", "H", "H", "C", "O", "H", "H"], "xyz": [[-1.8162, 1.6294, -0.4216], [-0.7807, 2.0676, 0.1722], [-0.1480, 1.3280, 1.1381], [-0.3988, 3.0060, -0.2128], [-0.3215, 0.4273, 0.8831], [0.8430, -2.1298, -0.3846], [-0.0209, -1.2335, -0.3224], [1.5830, -2.2358, 0.4255], [1.0601, -2.8593, -1.2775]], "mulliken_charge": [-0.51, 0.21, -0.41, 0.37, 0.39, -0.03, -0.45, 0.21, 0.23], "smiles": "O=CO.C=O", "homo_ev": -10.352, "homo_lumo_gap_ev": 10.390, "charge": 0}



(three)
{"formula": "C2H4O3", "method": "the ωB97M-V functional and the def2-TZVPD basis", "species": ["O", "C", "O", "H", "H", "C", "O", "H", "H"], "xyz": [[0.5590, -1.7864, 0.3439], [0.8393, -1.1630, -0.6355], [1.1842, 0.1181, -0.7245], [0.8783, -1.6444, -1.6246], [0.6175, 0.8887, -0.4389], [-0.9813, 0.8462, 0.7304], [-0.5260, 1.9060, 0.3516], [-2.0823, 0.7243, 0.6243], [-0.4887, 0.1104, 1.3734]], "mulliken_charge": [-0.46, 0.22, -0.44, 0.35, 0.37, -0.17, -0.48, 0.26, 0.36], "smiles": "O=CO.C=O", "homo_ev": -10.887, "homo_lumo_gap_ev": 10.797, "charge": 0}



(four)
{"formula": "C2H4O3", "method": "the ωB97M-V functional and the def2-TZVPD basis", "species": ["O", "C", "O", "H", "H", "C", "O", "H", "H"], "xyz": [[-1.6218, -0.4610, -1.5369], [-1.1447, 0.4995, -2.0490], [0.2122, 0.6384, -2.0697], [-1.7110, 1.3453, -2.4565], [0.4879, 1.3116, -2.7045], [0.9228, -0.8270, 2.7152], [1.9945, -1.2300, 2.3465], [0.4085, -1.2928, 3.5706], [0.4517, 0.0161, 2.1844]], "mulliken_charge": [-0.42, 0.23, -0.42, 0.27, 0.33, -0.04, -0.38, 0.23, 0.20], "smiles": "O=CO.C=O", "homo_ev": -10.051, "homo_lumo_gap_ev": 10.586, "charge": 0}



Which structure is the least stable? The one labeled (one).



(one)
{"formula": "C4H7FO", "method": "the ωB97M-V functional and the def2-TZVPD basis", "species": ["C", "C", "C", "O", "C", "F", "H", "H", "H", "H", "H", "H", "H"], "xyz": [[-1.1993, 0.4009, 1.1374], [0.1671, 0.8174, 0.5377], [0.7673, -0.4666, 0.0058], [1.2124, -1.3685, 0.7275], [0.7569, -0.7316, -1.5077], [-0.0401, 0.2331, -2.1097], [-1.2975, -0.6451, 1.2764], [-1.3608, 0.8216, 2.1479], [-2.0789, 0.6673, 0.5648], [0.0813, 1.5709, -0.3316], [0.9352, 1.2421, 1.2164], [1.7798, -0.8971, -1.9812], [0.2767, -1.6444, -1.6838]], "mulliken_charge": [-1.14, -0.09, 0.33, -0.57, -0.29, -0.29, 0.37, 0.29, 0.32, 0.23, 0.31, 0.28, 0.25], "smiles": "CCC(=O)CF", "homo_ev": -9.929, "homo_lumo_gap_ev": 10.817, "charge": 0}



(two)
{"formula": "C4H7FO", "method": "the ωB97M-V functional and the def2-TZVPD basis", "species": ["O", "C", "F", "C", "C", "C", "H", "H", "H", "H", "H", "H", "H"], "xyz": [[-0.8210, -1.0179, 1.2254], [-0.7703, -0.2252, 0.1103], [-2.0730, -0.2394, -0.4803], [0.3211, -0.6465, -0.8650], [1.1902, 0.3916, -0.0535], [-0.0454, 1.0874, 0.3456], [-1.7178, -1.4171, 1.0701], [0.2615, -0.3041, -1.8963], [0.4863, -1.7238, -0.8012], [1.5981, -0.1735, 0.7845], [2.0499, 0.9603, -0.5961], [-0.0498, 1.4660, 1.4187], [-0.4299, 1.8421, -0.2622]], "mulliken_charge": [-0.52, 1.09, -0.40, -0.89, -0.41, -0.89, 0.34, 0.29, 0.30, 0.20, 0.30, 0.25, 0.33], "smiles": "OC1(F)CCC1", "homo_ev": -10.457, "homo_lumo_gap_ev": 11.494, "charge": 0}



Which structure is the least stable? The one labeled (two).



(one)
{"formula": "C2H8OS2", "method": "the ωB97M-V functional and the def2-TZVPD basis", "species": ["C", "S", "S", "H", "H", "H", "H", "C", "O", "H", "H", "H", "H"], "xyz": [[2.3579, -1.5818, -0.8022], [0.5304, -1.4233, -0.3701], [-0.2053, -1.5668, -2.3557], [2.5069, -1.4428, -1.8685], [2.7656, -0.6911, -0.3011], [2.7369, -2.4952, -0.3853], [-0.5714, -2.9063, -2.2145], [-1.6423, 2.2415, 1.6155], [-1.6688, 1.5934, 0.3501], [-1.1976, 3.2041, 1.3418], [-1.1609, 1.7548, 2.4679], [-2.5999, 2.6473, 1.9726], [-1.8514, 0.6663, 0.5495]], "mulliken_charge": [-0.73, -0.05, -0.23, 0.32, 0.25, 0.28, 0.18, -0.56, -0.45, 0.23, 0.26, 0.26, 0.26], "smiles": "CSS.CO", "homo_ev": -9.088, "homo_lumo_gap_ev": 9.461, "charge": 0}



(two)
{"formula": "C2H8OS2", "method": "the ωB97M-V functional and the def2-TZVPD basis", "species": ["C", "S", "S", "C", "H", "H", "H", "H", "H", "H", "H", "H", "O"], "xyz": [[0.9533, 0.3337, 0.9237], [1.5871, -0.4914, -0.5574], [-1.7683, 0.1265, 0.3189], [-0.8587, -1.3294, -0.0838], [-0.0946, 0.7529, 0.8720], [1.0066, -0.2948, 1.8033], [1.6471, 1.1630, 1.0023], [-1.6655, -2.0461, -0.2224], [-0.3522, -1.3175, -1.1009], [-0.0047, -1.4350, 0.6070], [-0.8413, 1.3832, -0.8233], [0.5538, 1.2471, -1.4264], [-0.1626, 1.9079, -1.3131]], "mulliken_charge": [-1.00, -0.19, -0.26, -0.67, 0.38, 0.44, 0.31, 0.35, 0.28, 0.34, 0.31, 0.33, -0.60], "homo_ev": -9.172, "homo_lumo_gap_ev": 5.903, "charge": 0}



Which structure is the least stable? The one labeled (two).